The following is a quantum chemistry calculation of a cluster of 9 separate species, C51H94F2N4O19 in total at a distorted geometry, from the Open Molecules 2025 dataset.

Output
* spin multiplicity: 2
* charge: +1
* HOMO-LUMO gap (spin up / spin down): 7.556 / 3.622 eV
* E_LUMO (spin up / spin down): -2.414 / -6.347 eV

```
170
C51H94F2N4O19, DFT ωB97M-V/def2-TZVPD
C -1.7089 3.8941 -4.0269
C -2.2058 2.5591 -4.4749
C -1.2463 1.4801 -3.9581
C -1.3105 1.1350 -2.4551
C -2.7131 0.7715 -2.0318
C -3.8204 1.8824 -2.5010
N -3.5602 2.2881 -3.9597
O -4.5182 3.0746 -4.5401
C -5.1030 1.0986 -2.3747
C -3.8562 3.1415 -1.6491
C -2.1339 2.4834 -6.0548
H -1.6972 3.9439 -2.9381
H -2.4212 4.6875 -4.2535
H -0.6912 4.1607 -4.3118
H -1.3993 0.5237 -4.4580
H -0.2507 1.8424 -4.2142
H -1.0421 1.8983 -1.7248
H -0.6796 0.2667 -2.2652
H -2.7740 0.8415 -0.9458
H -2.9830 -0.2485 -2.3051
H -5.9367 1.5939 -2.8725
H -4.9317 0.1149 -2.8118
H -5.3375 0.8094 -1.3503
H -4.1317 2.7775 -0.6593
H -2.8938 3.6130 -1.4502
H -4.5065 3.9022 -2.0809
H -3.0592 2.7601 -6.5599
H -1.9035 1.5009 -6.4667
H -1.3492 3.1442 -6.4231
H -5.0225 2.4307 -5.0428
C 2.0353 0.0898 -2.8190
C 3.3513 0.7618 -3.3890
C 3.2171 2.3156 -3.5584
C 3.2997 3.2289 -2.3267
C 4.5582 2.9274 -1.5744
C 4.5935 1.3952 -1.2933
N 4.5657 0.5107 -2.5253
O 4.6692 -0.8514 -2.1952
C 5.9427 1.2430 -0.6298
C 3.5266 1.1530 -0.1821
C 3.7098 0.2026 -4.7415
H 1.6397 0.6665 -1.9829
H 2.1676 -0.9179 -2.4252
H 1.2036 0.0594 -3.5228
H 3.9117 2.7035 -4.3035
H 2.3126 2.5153 -4.1329
H 2.3994 3.2022 -1.7128
H 3.3612 4.2235 -2.7683
H 4.5197 3.5255 -0.6640
H 5.4857 3.3368 -1.9749
H 6.1757 0.3264 -0.0878
H 6.7218 1.2527 -1.3920
H 6.2248 2.0237 0.0767
H 3.9268 1.4535 0.7861
H 2.5794 1.6819 -0.2879
H 3.3368 0.0816 -0.1179
H 3.8258 -0.8812 -4.7298
H 4.6266 0.6632 -5.1095
H 2.8856 0.4215 -5.4204
H 5.4284 -1.1056 -2.7250
C -0.1909 -2.8825 -2.9601
C -1.0334 -4.1343 -2.6191
C -1.3805 -4.8304 -3.9079
C -1.8340 -6.2759 -3.6629
C -0.7977 -7.0227 -2.9019
C -0.2354 -6.3983 -1.6144
N -0.1062 -4.9741 -1.7763
O 0.3279 -4.3193 -0.6165
C -1.1527 -6.7574 -0.3828
C 1.1431 -7.0270 -1.3988
C -2.3761 -3.6604 -1.8878
H -0.5319 -2.3149 -3.8260
H 0.8369 -3.2006 -3.1347
H -0.1706 -2.2224 -2.0929
H -2.0177 -4.2010 -4.5292
H -0.5180 -4.9012 -4.5707
H -1.9929 -6.8000 -4.6053
H -2.7094 -6.2183 -3.0161
H -0.0439 -7.3191 -3.6314
H -1.3870 -7.9198 -2.7122
H -2.2001 -6.4565 -0.3629
H -1.1554 -7.8293 -0.1850
H -0.7432 -6.3366 0.5356
H 0.9039 -8.0784 -1.2396
H 1.8553 -6.9796 -2.2225
H 1.7158 -6.6240 -0.5635
H -3.2312 -3.3259 -2.4752
H -2.1744 -2.8173 -1.2271
H -2.9751 -4.4219 -1.3885
H 1.2656 -4.1737 -0.7613
C -1.9131 6.2502 0.1945
C -0.5347 5.7116 0.5941
C 0.3312 6.9909 0.9167
C 0.0465 7.6557 2.3092
C 0.0146 6.5555 3.3848
C -0.8396 5.2432 3.1203
N -0.5678 4.7693 1.7324
O -1.3557 3.6094 1.4562
C -0.3717 4.3258 4.2159
C -2.3391 5.5713 3.3437
C 0.1477 5.0837 -0.6129
H -2.0321 6.5230 -0.8541
H -2.2237 7.1751 0.6805
H -2.7365 5.5412 0.2808
H 1.3946 6.7708 0.8229
H 0.0989 7.7352 0.1550
H -0.9431 8.1122 2.3294
H 0.7543 8.4325 2.5981
H -0.0683 6.9003 4.4155
H 1.0400 6.1857 3.3798
H 0.6344 3.9435 4.0432
H -0.1820 4.8087 5.1745
H -1.0660 3.4970 4.3543
H -2.6029 6.5883 3.0534
H -2.9647 4.7901 2.9120
H -2.5305 5.5933 4.4166
H -0.3797 4.2349 -1.0482
H 1.0871 4.5907 -0.3626
H 0.2751 5.7158 -1.4917
H -0.7632 3.0373 0.9631
C -0.8514 -1.6388 2.0248
C 0.6454 -1.3802 2.3729
O 0.8439 -0.0078 1.9275
C -0.1701 0.3267 1.2030
O -0.1959 1.3782 0.5496
O -1.0779 -0.6601 1.1337
H -1.4958 -1.6062 2.9034
H -1.0080 -2.5256 1.4107
H 1.3352 -2.0258 1.8292
H 0.7421 -1.3853 3.4586
C 0.2905 -3.9656 6.7370
C 0.4140 -4.0986 5.2004
O -0.7950 -3.6228 4.7003
C -1.3912 -2.9648 5.7127
O -2.4688 -2.3484 5.6382
O -0.5579 -2.8858 6.7213
H 1.2809 -3.7110 7.1143
H -0.0659 -4.9062 7.1570
H 0.4233 -5.1436 4.8908
H 1.2489 -3.6356 4.6743
C -3.6343 -3.9029 1.5589
C -4.3978 -3.5886 2.8586
O -5.5933 -4.4072 2.8064
C -5.7290 -4.8884 1.5040
O -6.7078 -5.4635 1.1146
O -4.5950 -4.5308 0.8083
H -2.7433 -4.4524 1.8629
H -3.2717 -3.0434 0.9951
H -4.5852 -2.5150 2.8801
H -3.7720 -3.6585 3.7483
C 4.4497 -2.7426 0.6726
C 3.7479 -3.7002 1.6190
O 4.8984 -4.3343 2.2459
C 6.0146 -3.9002 1.7511
O 7.1107 -4.2746 2.1997
O 5.7697 -3.0741 0.7148
F 3.0853 -4.6183 0.9898
H 4.2284 -1.6825 0.7967
H 4.0817 -3.0115 -0.3175
H 3.0758 -3.0884 2.2208
C 0.7448 0.0340 7.0461
C 1.2838 1.3755 7.5203
O 2.2220 1.6620 6.5640
C 2.1339 0.8966 5.5008
O 2.8895 1.0089 4.4880
O 1.2364 -0.0512 5.6928
F 1.9666 1.2405 8.6745
H -0.3396 -0.0670 7.0016
H 1.1442 -0.7547 7.6837
H 0.6234 2.2401 7.5871
```

---

The following is a quantum chemistry calculation of a cluster of 7 separate species, C17H34Cl8N2O5 in total at a distorted geometry, from the Open Molecules 2025 dataset.

Output
* SMILES: O=C1OCCO1.CNC(C)=O.CNC(C)=O.ClCCCl.ClCCCl.ClCCCl.ClCCCl
* HOMO-LUMO gap: 9.443 eV
* E_LUMO: 0.349 eV

```
66
C17H34Cl8N2O5, DFT ωB97M-V/def2-TZVPD
O 3.7199 12.2700 -8.4417
C 4.3707 11.5896 -7.7819
O 4.9295 10.4248 -8.1745
C 5.8780 10.0489 -7.1596
C 5.2538 10.6834 -5.9162
O 4.6340 11.8438 -6.4706
H 5.9742 8.9708 -7.1158
H 6.8451 10.5000 -7.3947
H 5.9541 10.9584 -5.1335
H 4.4885 10.0360 -5.4747
C 8.0487 14.8412 -2.6300
N 6.6201 15.0549 -2.6157
C 5.7749 14.1511 -3.1756
C 4.3186 14.5124 -3.0756
O 6.1545 13.0979 -3.6519
H 8.3391 14.0424 -1.9487
H 8.5653 15.7634 -2.3825
H 8.3913 14.5526 -3.6299
H 6.2519 15.9578 -2.4089
H 4.1878 15.5061 -2.6535
H 3.8895 13.7986 -2.3675
H 3.7974 14.4121 -4.0189
C 8.8310 10.5653 -10.9048
N 8.2716 11.7729 -11.4661
C 7.9649 12.9608 -10.8529
C 7.8343 12.9613 -9.3435
O 7.7870 13.9665 -11.5025
H 9.9183 10.5721 -11.0252
H 8.3620 9.7023 -11.3620
H 8.6526 10.5055 -9.8335
H 8.2797 11.8627 -12.4731
H 7.3893 13.9137 -9.0640
H 8.8105 12.8185 -8.8805
H 7.1821 12.1775 -8.9568
Cl 6.5662 7.9990 -10.0565
C 5.5211 6.6025 -9.6912
C 4.1294 7.0392 -9.3229
Cl 3.3187 7.8986 -10.6366
H 5.9824 6.1447 -8.8145
H 5.5294 5.8818 -10.5019
H 4.1435 7.6564 -8.4291
H 3.5211 6.1705 -9.0702
Cl 7.1548 7.2071 -5.3198
C 6.5799 5.5964 -4.8082
C 5.5668 5.0180 -5.7535
Cl 4.1270 6.0651 -5.9130
H 6.1404 5.7122 -3.8243
H 7.4540 4.9526 -4.7650
H 5.1980 4.0949 -5.3036
H 5.9434 4.8031 -6.7452
Cl 9.3983 11.0020 -6.5675
C 9.0183 12.0347 -5.1730
C 8.9240 11.2170 -3.9143
Cl 10.3902 10.2776 -3.5770
H 8.1031 12.6034 -5.3358
H 9.7849 12.8095 -5.0941
H 8.0701 10.5488 -3.9879
H 8.7525 11.8426 -3.0432
Cl 1.0498 10.2934 -7.4636
C 0.1244 11.4899 -6.5408
C 0.8407 12.7794 -6.5572
Cl -0.2495 14.0363 -5.9066
H -0.0378 11.1213 -5.5384
H -0.8109 11.6776 -7.0546
H 1.0927 13.0560 -7.5800
H 1.7927 12.7969 -6.0306
```